[1]
A structure of composition C34H42BBr2N5O2RuSi2 in a non-equilibrium geometry. Source: OMol25; level of theory: ωB97M-V with the def2-TZVPD basis set.

Properties
2S+1: 2
gap between HOMO and LUMO (alpha / beta): 6.6 / 6.4 eV
charge: +1
HOMO energy (alpha / beta): -10.2171 / -9.7704 eV

Geometry (Å):
H: 0.824386 4.485669 3.834189
H: -5.518316 -1.435143 -0.469258
C: 1.281568 -4.147099 -2.035477
H: 5.322654 2.175644 -5.018194
H: -4.871209 -2.398119 2.540571
H: 3.618451 0.702995 -6.072562
H: 2.261213 3.700367 -4.156269
H: 2.280840 3.575463 -2.401528
C: 2.574769 3.071586 -3.320340
C: 2.236617 -2.892421 3.451802
H: 0.508205 -3.289853 -3.861201
H: -5.163449 -2.881394 0.484108
H: 2.981871 2.328310 -5.895065
H: -0.084671 -1.166638 -2.729520
C: 1.415673 -2.376085 1.257682
H: -3.684174 -0.490563 -2.475012
C: -4.933361 -2.355230 -0.442869
C: 0.705956 -3.145738 -2.809483
N: 0.596358 -1.734842 -0.880845
Si: -2.622827 -1.298097 2.595534
H: -5.367764 2.832640 0.256386
C: -2.220591 -3.699272 -0.507126
C: 0.983364 1.440090 -2.506881
H: 0.954723 0.196689 3.228967
H: 2.290091 -4.259389 1.820776
H: -1.526059 -0.037091 4.502257
Br: 1.689571 -5.818249 -2.815292
H: 2.474167 -0.090607 -4.102851
H: 4.654131 3.363106 0.806639
Ru: -0.296096 -0.012816 0.403001
C: -4.190531 1.060643 0.516963
H: -1.243327 0.759170 2.949250
H: 4.852979 5.173683 2.505110
N: 1.013104 -1.153653 1.675737
C: -4.440424 -1.543020 3.062933
C: 2.172831 0.876894 -4.515200
C: -3.272410 3.200392 -0.054428
H: -2.340579 -4.253945 -1.441254
O: 0.524990 2.393142 1.972268
C: 4.085125 2.846520 -3.353862
H: -1.155348 -3.617993 -0.302029
C: 3.927380 4.620992 2.415114
C: 1.877893 -1.612462 3.864080
H: -2.804844 0.904592 3.741252
C: 2.866368 4.933342 3.256839
H: -0.776463 -3.007237 2.491368
C: 1.657326 4.247319 3.186832
Si: -3.078913 -2.025973 -0.611472
H: 4.417645 2.514265 -2.369924
H: -2.663842 -4.302082 0.288379
C: -2.797699 -1.079868 -2.230780
C: 1.268487 -0.798299 2.939207
C: -1.738676 -2.914525 2.990210
C: 1.572404 3.245519 2.246136
H: -1.131881 3.193213 -0.289514
N: 1.863703 1.791294 -3.399774
H: -1.570341 -3.009033 4.065748
C: -1.981160 0.215540 3.541812
C: -4.375243 2.401394 0.240897
H: -5.019382 0.410141 0.758596
C: -2.475023 -0.850771 0.751977
B: 0.970917 1.540692 0.954155
H: 2.982337 5.723640 3.986276
O: 2.262242 1.882015 0.588967
N: -1.854149 1.325893 0.203103
H: -2.598742 -1.736356 -3.081628
H: 2.070031 -1.274422 4.871167
C: 1.533007 -3.923860 -0.704828
H: 1.281546 0.725258 -5.130085
C: 3.831005 3.609660 1.463831
H: -5.276373 -2.983563 -1.269074
Br: 2.999872 -4.100663 4.679689
H: 1.976520 -4.700431 -0.100296
N: 0.191657 1.125305 -1.717256
C: 1.181899 -2.693630 -0.135250
H: 4.560143 3.807956 -3.551152
C: 4.488192 1.805508 -4.424048
C: -2.897109 0.535250 0.494322
C: -2.022602 2.622951 -0.060595
C: 0.383065 -1.966793 -2.172650
H: 4.832393 0.890530 -3.936896
C: 2.633620 2.931642 1.403860
H: -1.961109 -0.386777 -2.125116
H: -2.352856 -3.762454 2.679548
H: -3.384775 4.253036 -0.269588
C: 3.316332 1.450510 -5.339535
H: -4.534649 -1.734482 4.135182
H: -5.041476 -0.661738 2.832921
C: 2.018829 -3.267785 2.150365

Forces on atoms 1 to 2 (eV/Å):
0.0098 -0.0162 0.0042
-0.0111 0.0015 -0.0075

Table of Löwdin atomic charges, one value per atom, all in e: atom 1 (H): 0.123, atom 2 (H): 0.025, atom 3 (C): -0.662, atom 4 (H): 0.111, atom 5 (H): 0.015, atom 6 (H): 0.121, atom 7 (H): 0.127, atom 8 (H): 0.129, atom 9 (C): -0.128, atom 10 (C): -0.663, atom 11 (H): 0.115, atom 12 (H): 0.017, atom 13 (H): 0.118, atom 14 (H): 0.085, atom 15 (C): -0.201, atom 16 (H): 0.039, atom 17 (C): -0.163, atom 18 (C): -0.074, atom 19 (N): 0.049, atom 20 (Si): 0.485, atom 21 (H): 0.117, atom 22 (C): -0.157, atom 23 (C): -0.212, atom 24 (H): 0.113, atom 25 (H): 0.107, atom 26 (H): 0.036, atom 27 (Br): 0.815, atom 28 (H): 0.123, atom 29 (H): 0.118, atom 30 (Ru): 1.177, atom 31 (C): -0.012, atom 32 (H): -0.012, atom 33 (H): 0.106, atom 34 (N): -0.006, atom 35 (C): -0.168, atom 36 (C): -0.132, atom 37 (C): -0.040, atom 38 (H): 0.042, atom 39 (O): 0.102, atom 40 (C): -0.153, atom 41 (H): -0.001, atom 42 (C): -0.082, atom 43 (C): -0.060, atom 44 (H): 0.042, atom 45 (C): -0.079, atom 46 (H): 0.000, atom 47 (C): 0.013, atom 48 (Si): 0.490, atom 49 (H): 0.108, atom 50 (H): 0.033, atom 51 (C): -0.170, atom 52 (C): -0.100, atom 53 (C): -0.158, atom 54 (C): -0.201, atom 55 (H): 0.116, atom 56 (N): -0.068, atom 57 (H): 0.041, atom 58 (C): -0.161, atom 59 (C): -0.030, atom 60 (H): 0.103, atom 61 (C): -0.357, atom 62 (B): -0.617, atom 63 (H): 0.107, atom 64 (O): 0.142, atom 65 (N): -0.061, atom 66 (H): 0.033, atom 67 (H): 0.119, atom 68 (C): -0.047, atom 69 (H): 0.128, atom 70 (C): 0.005, atom 71 (H): 0.039, atom 72 (Br): 0.819, atom 73 (H): 0.108, atom 74 (N): 0.165, atom 75 (C): -0.210, atom 76 (H): 0.116, atom 77 (C): -0.176, atom 78 (C): -0.416, atom 79 (C): -0.102, atom 80 (C): -0.137, atom 81 (H): 0.112, atom 82 (C): -0.199, atom 83 (H): -0.017, atom 84 (H): 0.031, atom 85 (H): 0.110, atom 86 (C): -0.179, atom 87 (H): 0.038, atom 88 (H): 0.025, atom 89 (C): -0.046

---

[2]
A structure of composition C34H42BN6O6RuS. Source: OMol25; level of theory: ωB97M-V with the def2-TZVPD basis set.

Properties
2S+1: 2
gap between HOMO and LUMO (alpha / beta): 7.3 / 7.3 eV
HOMO energy (alpha / beta): -7.7896 / -7.7263 eV
energy above the lowest of the compared OMol25 structures with the same formula, charge and spin: 8.0 kcal per mole

Geometry (Å):
N: -1.364802 0.988225 2.723834
H: -0.886926 2.259121 -2.101238
C: -3.365271 2.643841 -0.028684
C: -0.062657 -0.699157 -4.928490
C: 3.551589 -2.361975 -0.367739
C: 2.739780 -2.868160 1.998690
C: 1.639404 5.729242 0.340662
H: 6.414724 -5.733771 3.064248
H: 1.099523 6.357034 1.038027
N: 2.296887 1.399243 -1.476234
C: -0.531295 -0.817876 -6.231451
C: 3.017717 4.108059 -1.448773
C: -2.831767 2.995605 -1.256850
H: 0.886206 0.913100 -3.868543
C: 5.209006 -4.023077 2.602972
O: 1.929229 0.220105 -1.343939
H: 1.462610 0.687524 -5.529106
C: -1.092311 1.267295 4.004057
H: -1.425320 -2.322450 -8.566927
H: -0.480216 -3.513645 -0.300934
Ru: -0.165641 0.092495 0.111590
H: -3.990387 -2.722366 0.492743
H: -3.095576 -2.184959 -8.019824
C: -1.817847 -2.205753 -4.206904
H: 1.026795 -3.928691 4.106977
H: 1.956306 -0.414456 -4.232719
H: -3.140218 -2.894102 -5.742720
O: 1.069022 -1.740231 0.711521
H: 2.714029 -2.833395 -0.884419
C: 1.125805 0.172846 -4.629147
N: -2.529557 1.801674 0.589620
H: -1.844724 1.723205 4.624933
H: 0.720179 3.899164 1.033229
N: 1.856481 2.158943 -0.534598
H: -3.392911 0.212972 1.992395
C: -1.364452 -3.790263 0.277952
H: 3.299722 -1.303823 -0.338452
H: -2.181239 -4.041305 -0.396657
C: 3.746413 -2.913612 1.011888
C: 2.538861 6.293100 -0.550095
C: -2.112132 -1.717343 -7.970690
C: -2.521412 -2.967441 -3.114122
H: -1.884434 -3.771444 -2.741812
H: 0.702650 -2.390185 2.557836
H: -3.453088 -3.399115 -3.480589
H: -3.631094 -3.588106 2.028456
C: -0.711065 -1.410750 -3.915159
C: 1.429834 -2.293156 1.737761
H: 2.331444 -3.840914 5.282421
H: 4.458184 -2.493558 -0.956874
C: 3.225148 5.476395 -1.441082
H: -3.253693 3.655201 -1.994431
C: -1.624145 2.309982 -1.318464
O: -0.518892 -0.230741 -1.889614
C: 1.418170 4.358989 0.349274
H: -3.926226 -1.819551 2.037248
H: 6.932633 -4.255653 3.864127
H: -3.300155 2.079161 2.687600
O: -1.798026 -1.177163 0.243445
H: 5.741263 -3.537349 0.590520
C: 0.212109 0.893218 4.280264
H: -0.026046 -0.270183 -7.021281
N: -0.281060 0.429310 2.155072
C: 2.107757 3.560536 -0.550251
H: 1.629317 -2.360419 4.635681
S: -1.785084 -2.344641 1.235520
C: 2.969304 -3.406105 3.286736
H: -2.749149 -2.310997 -2.269587
C: 4.200956 -3.966653 3.564136
C: -1.633547 -1.603303 -6.547214
C: 1.928634 -3.379568 4.382441
O: 1.171741 1.653706 0.487589
H: 4.387312 -4.373422 4.552199
B: -2.744209 1.232655 2.032038
H: 0.747902 1.003570 5.206810
O: 0.293221 -2.322368 -1.959956
C: 0.685451 0.387852 3.073823
C: -0.235735 -1.344413 -2.481357
H: 1.677783 0.063571 2.805739
H: -4.272584 2.956399 0.460534
H: 3.545854 3.466635 -2.138579
C: -2.270142 -2.284025 -5.519727
H: 3.931583 5.908111 -2.138478
H: -1.157361 -4.608022 0.970236
N: -1.454479 1.609642 -0.199435
H: -2.178268 -0.736833 -8.444897
C: 4.962601 -3.498255 1.343583
C: -3.521501 -2.655362 1.473989
H: 7.259726 -4.488661 2.141411
C: 6.530607 -4.655963 2.932464
H: 2.707758 7.362041 -0.551496

Forces on atoms 1 to 2 (eV/Å):
0.0093 0.0787 0.0663
-0.0125 -0.0323 -0.0020

Table of Löwdin atomic charges, one value per atom, all in e: atom 1 (N): -0.048, atom 2 (H): 0.112, atom 3 (C): -0.081, atom 4 (C): -0.196, atom 5 (C): -0.019, atom 6 (C): -0.093, atom 7 (C): -0.080, atom 8 (H): 0.088, atom 9 (H): 0.103, atom 10 (N): 0.006, atom 11 (C): -0.013, atom 12 (C): -0.024, atom 13 (C): -0.043, atom 14 (H): 0.062, atom 15 (C): -0.247, atom 16 (O): -0.138, atom 17 (H): 0.075, atom 18 (C): -0.077, atom 19 (H): 0.080, atom 20 (H): 0.038, atom 21 (Ru): 1.439, atom 22 (H): 0.070, atom 23 (H): 0.070, atom 24 (C): -0.198, atom 25 (H): 0.084, atom 26 (H): 0.091, atom 27 (H): 0.111, atom 28 (O): -0.089, atom 29 (H): 0.090, atom 30 (C): -0.030, atom 31 (N): -0.042, atom 32 (H): 0.121, atom 33 (H): 0.110, atom 34 (N): -0.200, atom 35 (H): 0.047, atom 36 (C): -0.221, atom 37 (H): 0.067, atom 38 (H): 0.053, atom 39 (C): -0.163, atom 40 (C): -0.098, atom 41 (C): -0.057, atom 42 (C): -0.035, atom 43 (H): 0.078, atom 44 (H): 0.093, atom 45 (H): 0.077, atom 46 (H): 0.067, atom 47 (C): -0.055, atom 48 (C): -0.205, atom 49 (H): 0.078, atom 50 (H): 0.084, atom 51 (C): -0.087, atom 52 (H): 0.094, atom 53 (C): -0.117, atom 54 (O): -0.168, atom 55 (C): -0.014, atom 56 (H): 0.033, atom 57 (H): 0.084, atom 58 (H): 0.074, atom 59 (O): -0.600, atom 60 (H): 0.118, atom 61 (C): -0.045, atom 62 (H): 0.115, atom 63 (N): -0.095, atom 64 (C): -0.177, atom 65 (H): 0.081, atom 66 (S): 0.918, atom 67 (C): -0.197, atom 68 (H): 0.078, atom 69 (C): -0.011, atom 70 (C): -0.272, atom 71 (C): -0.040, atom 72 (O): -0.238, atom 73 (H): 0.119, atom 74 (B): -0.388, atom 75 (H): 0.094, atom 76 (O): 0.030, atom 77 (C): -0.144, atom 78 (C): -0.582, atom 79 (H): 0.115, atom 80 (H): 0.122, atom 81 (H): 0.105, atom 82 (C): -0.014, atom 83 (H): 0.102, atom 84 (H): 0.067, atom 85 (N): -0.087, atom 86 (H): 0.076, atom 87 (C): 0.002, atom 88 (C): -0.228, atom 89 (H): 0.077, atom 90 (C): -0.042, atom 91 (H): 0.099

---

[3]
A structure of composition C34H42BeGe2N2OS2Sb in a non-equilibrium geometry. Source: OMol25; level of theory: ωB97M-V with the def2-TZVPD basis set.

Properties
2S+1: 2
gap between HOMO and LUMO (alpha / beta): 7.8 / 6.0 eV
HOMO energy (alpha / beta): -7.3895 / -7.9602 eV

Geometry (Å):
H: 3.922929 4.725361 -0.995334
H: 4.825629 -2.994739 2.178066
H: 4.050929 0.742261 0.565766
H: -1.009571 -2.912539 -4.339134
C: -4.291571 0.283461 5.998966
C: 1.732929 -3.832639 1.296066
C: -2.088171 -1.440139 0.949866
O: -1.310971 1.035661 -0.754134
H: 0.892129 1.900461 -2.051934
H: -1.292571 3.358861 3.115466
Ge: 2.580529 -2.027039 1.415366
H: -0.542771 2.004561 -5.013434
C: 3.649429 -3.434639 -3.164834
C: 2.149029 -1.399839 3.257866
H: 1.357329 2.676761 1.692466
H: -2.882171 -0.557439 -5.359434
C: 4.120829 2.774461 -0.133434
H: 5.069329 -1.319839 1.698666
H: -4.211371 0.545161 7.042566
H: -3.374171 -1.197439 -3.786034
H: 1.100329 -1.140839 3.345466
C: 3.812229 -2.722439 -4.342234
H: -5.565671 -2.115539 3.989866
H: -3.037771 4.894861 2.288666
C: -3.237171 3.876961 0.412166
S: -1.406071 -2.062039 -0.541834
C: -0.262571 -2.157539 -4.559734
C: -1.774171 1.996061 0.040666
H: 2.419029 0.204761 -3.376034
H: -0.204171 -2.026239 -5.633534
H: 0.657429 -3.715239 1.188466
H: -4.368671 0.111161 1.233466
C: -0.221371 1.236761 1.787066
H: 2.747729 -0.545139 3.558466
C: -2.852271 -0.388539 -4.286534
H: 2.921429 -3.393739 -1.162034
C: 1.806829 2.140761 -1.513334
C: 3.034729 -2.835739 -2.079434
C: -4.657571 -0.722539 1.871066
C: -1.700871 3.233461 2.122966
H: -0.486971 0.636361 -6.127334
H: -3.213571 2.692761 -1.371134
H: 1.926029 -4.384439 2.213466
Sb: -0.812871 -0.316139 -3.606634
H: -4.035571 4.511561 0.060566
C: 3.498329 3.734361 -0.916034
H: 2.093029 -4.428839 0.461666
H: 4.291329 -3.177339 -5.197834
C: 2.333029 3.419161 -1.597334
C: -3.739071 1.104961 5.032766
C: 3.363029 -1.412039 -4.413334
S: -3.652171 -2.167439 1.330266
H: -3.223671 2.008161 5.321166
C: 2.419929 1.166661 -0.733634
C: -0.143771 1.009761 -5.170934
C: 4.582129 -2.250439 1.423966
H: -3.418371 1.412261 2.937966
H: 0.700729 -2.490239 -4.193334
C: 1.088729 1.782261 2.250366
H: -5.677771 -1.032139 1.638566
H: -5.381971 -1.517039 6.377366
H: 1.006029 2.062761 3.301966
N: -0.416571 -0.029639 1.795766
H: -3.350771 0.546261 -4.054634
N: -1.622171 -0.566239 1.725066
C: -4.512271 -0.383539 3.314066
H: 4.002129 -4.455539 -3.086434
H: 4.976129 -2.578139 0.467966
C: -1.244171 2.189461 1.329366
H: 1.833229 4.175161 -2.190434
C: -5.058371 -1.209939 4.289066
H: 5.019429 3.020261 0.415866
C: -4.950571 -0.875139 5.624766
H: 3.481629 -0.845939 -5.328934
C: -3.846571 0.772761 3.695166
C: 3.579729 1.502861 -0.047634
C: -2.690671 4.084661 1.667066
C: 2.577529 -1.523839 -2.127534
Ge: 1.668729 -0.679939 -0.555234
C: -2.782871 2.853361 -0.395534
C: 2.751029 -0.825839 -3.318834
H: 0.936829 1.063861 -5.180334
H: 1.865929 1.032661 2.144566
Be: -0.655571 -0.210239 -1.099134
H: 2.362629 -2.222239 3.936366

Forces on atoms 1 to 2 (eV/Å):
-0.0189 0.0683 0.0355
-0.0452 -0.1071 0.0975

Table of Löwdin atomic charges, one value per atom, all in e: atom 1 (H): 0.101, atom 2 (H): 0.014, atom 3 (H): 0.085, atom 4 (H): 0.011, atom 5 (C): -0.097, atom 6 (C): -0.246, atom 7 (C): -1.045, atom 8 (O): -0.204, atom 9 (H): 0.067, atom 10 (H): 0.118, atom 11 (Ge): 0.748, atom 12 (H): 0.004, atom 13 (C): -0.081, atom 14 (C): -0.252, atom 15 (H): 0.089, atom 16 (H): 0.011, atom 17 (C): -0.082, atom 18 (H): 0.001, atom 19 (H): 0.097, atom 20 (H): 0.007, atom 21 (H): -0.006, atom 22 (C): -0.089, atom 23 (H): 0.111, atom 24 (H): 0.100, atom 25 (C): -0.084, atom 26 (S): 0.637, atom 27 (C): -0.272, atom 28 (C): -0.278, atom 29 (H): 0.077, atom 30 (H): 0.013, atom 31 (H): -0.008, atom 32 (H): 0.078, atom 33 (C): -0.283, atom 34 (H): 0.008, atom 35 (C): -0.287, atom 36 (H): 0.056, atom 37 (C): -0.134, atom 38 (C): -0.128, atom 39 (C): -0.395, atom 40 (C): -0.046, atom 41 (H): 0.007, atom 42 (H): 0.111, atom 43 (H): 0.016, atom 44 (Sb): 1.416, atom 45 (H): 0.102, atom 46 (C): -0.089, atom 47 (H): 0.000, atom 48 (H): 0.102, atom 49 (C): -0.080, atom 50 (C): -0.079, atom 51 (C): -0.092, atom 52 (S): 0.883, atom 53 (H): 0.098, atom 54 (C): -0.359, atom 55 (C): -0.285, atom 56 (C): -0.239, atom 57 (H): 0.088, atom 58 (H): -0.018, atom 59 (C): -0.013, atom 60 (H): 0.078, atom 61 (H): 0.100, atom 62 (H): 0.095, atom 63 (N): 0.054, atom 64 (H): 0.001, atom 65 (N): -0.025, atom 66 (C): -0.304, atom 67 (H): 0.105, atom 68 (H): 0.002, atom 69 (C): -0.123, atom 70 (H): 0.104, atom 71 (C): -0.055, atom 72 (H): 0.103, atom 73 (C): -0.088, atom 74 (H): 0.105, atom 75 (C): -0.042, atom 76 (C): -0.131, atom 77 (C): -0.095, atom 78 (C): -0.352, atom 79 (Ge): 0.925, atom 80 (C): -0.006, atom 81 (C): -0.157, atom 82 (H): -0.009, atom 83 (H): 0.038, atom 84 (Be): -0.321, atom 85 (H): 0.016